No. 1
DFT (wB97M-V/def2-TZVPD) results for a cluster of 9 separate species, C6H34BNO9 in total in a non-equilibrium geometry.

```
51
Properties=species:S:1:pos:R:3
C -0.94 -1.76 3.54
O -0.27 -1.93 2.19
C -1.16 -2.54 1.28
C -0.39 -2.57 -0.03
N -1.29 -2.92 -1.20
H -0.82 -2.65 -2.02
H -1.36 -3.85 -1.37
C -2.40 -2.13 -1.53
C -2.17 -0.64 -1.70
O -3.44 0.03 -1.96
C -4.07 0.35 -0.74
H -1.84 -1.07 3.38
H -0.18 -1.36 4.33
H -1.20 -2.71 3.89
H -2.22 -2.08 1.22
H -1.43 -3.47 1.92
H 0.53 -3.11 0.01
H 0.05 -1.51 -0.28
H -3.26 -2.40 -0.86
H -2.89 -2.40 -2.53
H -1.41 -0.35 -2.38
H -1.67 -0.43 -0.70
H -4.84 1.28 -0.98
H -3.28 0.81 0.01
H -4.66 -0.50 -0.33
B 1.09 1.16 -0.44
H 0.33 0.62 0.56
H 0.44 1.66 -1.42
H 1.96 1.97 0.08
H 1.83 0.25 -0.83
O 4.68 3.43 1.00
H 4.06 2.86 0.81
H 4.20 3.91 1.61
O -1.82 2.89 -0.31
H -1.94 2.64 0.63
H -1.18 2.25 -0.57
O 1.27 4.84 -1.90
H 0.92 3.92 -1.66
H 0.42 5.10 -1.75
O 2.36 -1.86 2.08
H 2.84 -1.30 1.44
H 1.48 -1.49 2.05
O 3.64 2.59 -2.40
H 4.11 3.40 -2.06
H 2.83 2.49 -1.93
O 3.33 -1.75 -2.71
H 3.37 -1.78 -1.70
H 3.50 -0.85 -2.94
O 0.83 0.78 3.41
H 0.31 1.07 2.45
H 1.73 1.07 3.32
```

## Properties
ΔE to the lowest compared entry with this formula, charge and spin   3.0 kcal/mol
Energy   -1005.4376 Eh

No. 2
DFT (wB97M-V/def2-TZVPD) results for a cluster of 10 separate species, C6H34N2O9 in total in a non-equilibrium geometry.

```
51
Properties=species:S:1:pos:R:3
C 1.42 0.60 0.55
N 0.42 1.28 -0.33
C 1.06 2.35 -1.05
C 0.10 3.10 -1.96
C 1.01 -0.85 0.98
N 1.23 -1.92 0.03
C 2.63 -2.25 2.50
C 1.62 -1.10 2.41
H 1.40 1.14 1.48
H 2.37 0.55 -0.06
H 0.05 0.55 -0.95
H 1.70 2.95 -0.37
H 2.01 2.03 -1.66
H 0.24 3.10 -3.05
H -0.90 2.72 -1.86
H 0.15 4.18 -1.62
H -0.05 -0.93 1.22
H 1.25 -2.75 0.55
H 2.06 -1.70 -0.57
H 3.33 -1.91 3.24
H 2.30 -3.23 2.75
H 3.18 -2.44 1.49
H 2.15 -0.25 2.88
H 0.88 -1.30 3.24
H -1.79 1.43 2.91
H -1.50 2.59 3.90
O -1.56 1.62 3.90
H -3.18 -1.22 -3.74
H -2.53 -0.90 -2.35
O -3.05 -0.52 -3.07
H -2.23 -0.87 -0.17
H -3.34 -1.98 0.10
O -3.15 -1.03 -0.08
H -2.74 0.40 1.55
H -1.52 1.23 0.97
O -2.30 1.29 1.53
H -1.68 0.48 -4.10
H -0.83 -0.61 -4.88
O -0.85 0.04 -4.21
H -0.64 -2.35 -1.24
H -0.24 -0.93 -1.58
O -1.03 -1.50 -1.53
H 1.39 0.57 -3.66
H 2.75 0.03 -4.22
O 2.35 0.56 -3.49
H -1.43 -3.66 1.28
H -2.26 -4.74 0.62
O -2.06 -3.81 0.53
H 0.61 4.03 3.34
H 0.38 2.56 3.83
O 0.77 3.38 4.01
```

## Properties
ΔE to the lowest compared entry with this formula, charge and spin   99.0 kcal/mol
SMILES string   CCNC[C@@H](N)CC.O.O.O.O.O.O.O.O.O
Energy   -1035.5822 Eh